(1)
C35H53N8O | ωB97M-V/def2-TZVPD

The expectation value of S² is 0.754. Its HOMO energy (spin up / spin down) is -7.8 / -8.2 eV. The value obtained for the strongest force on any atom is 0.18 eV/A. The spin multiplicity is 2. The calculation puts the total energy at -1878.6199 Ha.

Last column: Mulliken spin population.
Atoms and positions in Å:
O: 1.457 2.600 2.272  0.52
N: -0.691 1.443 -3.037  0.00
N: 0.573 -1.280 -6.208  0.00
N: -2.053 0.136 8.482  0.00
N: 0.322 4.168 -7.561  0.00
N: 1.135 -3.105 -2.206  0.00
N: 0.450 -6.875 3.120  0.00
N: -1.940 -1.925 5.417  0.00
N: 1.519 2.191 1.067  0.42
C: 0.947 0.881 -6.497  0.00
C: 1.164 -6.088 2.259  0.00
C: 0.291 -4.808 3.884  0.00
C: 1.281 -3.995 -1.176  0.00
C: -0.839 -4.065 -1.922  0.00
C: 1.042 -0.149 -5.600  0.00
C: -1.785 1.124 10.444  0.00
C: 3.111 0.485 1.689  0.02
C: 1.043 6.209 -8.013  0.00
C: 0.876 4.953 -8.533  0.00
C: 1.805 0.736 0.926  -0.03
C: -3.168 -0.966 3.846  0.00
C: 1.398 2.631 -1.315  0.05
C: -0.088 -6.104 4.113  0.00
C: 1.974 0.284 -0.545  0.04
C: 1.353 1.147 -1.657  -0.02
C: -2.183 -0.841 9.430  0.00
C: -1.821 0.767 -3.653  0.00
C: 1.178 4.473 0.323  0.00
C: -3.199 -1.782 5.940  0.00
C: -1.914 -1.431 4.141  0.00
C: 0.129 4.906 -6.425  0.00
C: -0.155 -3.140 -2.664  0.00
C: 0.402 0.347 -7.698  0.00
C: -0.022 0.608 -2.052  0.00
C: 0.684 -0.059 1.610  0.06
C: 0.073 -4.609 -0.978  0.00
C: 1.086 -4.797 2.708  0.00
C: -1.812 1.335 9.091  0.00
C: -0.703 2.829 0.139  0.04
C: 0.182 -0.988 -7.485  0.00
C: 0.569 6.179 -6.673  0.00
C: 0.829 3.014 0.049  -0.05
C: -2.019 -0.260 10.660  0.00
C: -3.984 -1.189 4.988  0.00
H: 0.017 -3.955 4.481  0.00
H: 1.536 -3.939 2.237  0.00
H: -1.149 3.652 0.697  0.00
H: -0.216 -1.749 -8.134  0.00
H: -2.064 -0.771 11.607  0.00
H: 2.943 0.509 2.764  0.00
H: -1.616 1.877 11.196  0.00
H: -0.229 -0.103 1.014  0.00
H: 0.873 3.211 -2.075  0.00
H: -1.014 -1.454 3.551  0.00
H: -0.019 1.679 -3.759  0.00
H: 0.468 0.383 2.582  -0.01
H: 0.078 3.200 -7.665  0.00
H: -0.696 -6.536 4.888  0.00
H: -5.026 -0.940 5.099  0.00
H: -3.430 -2.118 6.937  0.00
H: -2.621 0.642 -2.920  0.00
H: 3.849 1.249 1.445  -0.01
H: -0.140 -5.349 -0.226  0.00
H: -1.679 2.234 8.514  0.00
H: 0.701 5.097 -0.435  0.00
H: 1.460 7.055 -8.533  0.00
H: -0.487 -2.498 -3.463  0.00
H: -1.146 2.814 -0.857  0.00
H: 0.323 -7.866 3.026  0.00
H: 1.998 1.031 -2.537  0.00
H: 0.204 0.872 -8.618  0.00
H: -0.306 4.467 -5.542  0.00
H: -1.879 -4.319 -2.038  0.00
H: -2.142 -0.004 7.490  0.00
H: 1.656 -6.507 1.397  0.00
H: -2.208 1.374 -4.470  0.00
H: 1.028 -1.086 1.757  0.00
H: 1.394 -0.164 -4.582  0.00
H: -0.972 1.910 0.657  0.00
H: 2.447 2.944 -1.329  0.00
H: -1.563 -0.222 -4.060  0.00
H: 1.108 4.555 -9.506  0.00
H: 1.255 1.897 -6.310  0.00
H: 2.225 -4.113 -0.673  0.00
H: 2.257 4.630 0.278  -0.01
H: 0.821 4.773 1.305  0.00
H: -2.378 -1.864 9.158  0.00
H: -1.157 -2.329 5.897  0.00
H: 0.552 6.998 -5.974  0.00
H: -0.667 0.516 -1.173  0.00
H: 3.040 0.163 -0.747  0.00
H: 0.109 -0.419 -2.431  0.00
H: 1.862 -2.507 -2.555  0.00
H: 1.539 -0.718 -0.611  0.00
H: 3.513 -0.493 1.418  0.00
H: -3.467 -0.514 2.915  0.00
H: 0.518 -2.189 -5.785  0.00

=====

(2)
C35H54BaN9O | ωB97M-V/def2-TZVPD

Its HOMO energy is -8.0 eV. The value obtained for the strongest force on any atom is 2.90 eV/A. Its energy above the lowest of the compared OMol25 structures with the same formula, charge and spin is 0.0 kJ/mol. The net charge is +1. The calculation puts the total energy at -1959.4127 Ha.

Last column: Mulliken charge in e.
Atoms and positions in Å:
Ba: 10.078 9.626 11.423  1.00
O: 8.742 7.885 9.487  0.04
N: 7.999 11.506 7.239  0.42
N: 9.347 11.023 9.206  0.56
N: 7.015 10.813 9.241  0.43
N: 9.681 7.337 13.352  0.85
N: 13.417 8.795 7.658  0.43
N: 12.024 9.766 9.416  0.64
N: 9.971 12.200 13.402  1.30
N: 13.273 7.799 9.780  0.72
N: 11.319 9.624 13.958  0.40
C: 9.554 6.193 7.888  -0.98
C: 7.125 6.391 8.438  -1.46
C: 9.018 11.124 6.287  -0.69
C: 6.925 10.840 10.677  0.02
C: 9.440 6.255 12.390  -1.19
C: 9.658 13.364 12.615  -1.26
C: 12.598 9.313 6.608  -0.81
C: 14.818 8.583 7.314  -1.13
C: 13.019 6.835 15.868  -0.59
C: 8.437 7.750 13.978  -0.82
C: 11.403 5.925 14.341  -0.07
C: 13.373 10.977 14.296  -1.12
C: 13.761 6.517 9.316  -1.27
C: 13.513 8.000 11.192  -1.16
C: 11.594 8.397 14.592  -0.07
C: 11.616 13.868 8.380  -0.91
C: 13.903 12.143 14.863  -0.66
C: 12.999 11.939 8.796  -0.18
C: 12.870 13.273 8.420  -0.77
C: 8.850 11.895 14.293  -0.89
C: 12.654 8.135 15.502  -0.99
C: 10.840 7.200 14.148  -0.15
C: 11.822 13.309 14.557  -0.07
C: 12.427 5.743 15.291  -0.99
C: 7.043 12.496 6.759  -1.15
C: 11.865 11.092 8.972  0.07
C: 13.129 13.268 15.076  -0.89
C: 12.931 8.858 8.961  -0.99
C: 11.965 10.831 14.096  0.73
C: 10.549 11.716 8.901  0.12
C: 8.505 6.947 8.685  0.82
C: 8.171 11.170 8.572  -0.65
C: 5.821 10.287 8.613  -1.13
C: 10.484 13.123 8.727  -0.55
C: 11.241 12.164 14.010  -0.79
H: 8.581 8.674 14.536  0.08
H: 13.217 8.985 15.894  0.56
H: 10.334 6.095 11.766  0.35
H: 11.502 14.891 8.036  0.45
H: 9.078 10.987 14.857  0.19
H: 14.919 7.731 6.612  0.34
H: 15.176 9.483 6.784  0.36
H: 13.775 13.802 8.121  0.42
H: 9.523 13.617 8.798  0.59
H: 8.043 6.994 14.683  0.30
H: 8.559 10.752 5.338  0.40
H: 10.579 6.613 7.946  -0.11
H: 9.134 5.314 12.890  0.33
H: 14.930 12.133 15.195  0.43
H: 9.260 6.206 6.819  0.43
H: 7.589 13.361 6.366  0.34
H: 12.720 7.482 11.759  0.19
H: 7.163 5.298 8.663  0.40
H: 13.494 6.333 8.267  0.39
H: 9.661 11.989 6.025  0.30
H: 15.419 8.396 8.205  0.35
H: 6.876 9.808 11.097  0.17
H: 5.972 10.151 7.548  0.39
H: 6.327 6.900 9.009  0.24
H: 4.959 10.953 8.782  0.33
H: 13.582 14.135 15.549  0.38
H: 13.294 5.740 9.947  0.36
H: 14.845 6.393 9.507  0.39
H: 8.621 6.536 11.719  0.30
H: 8.717 13.180 12.084  0.25
H: 7.701 7.919 13.168  0.31
H: 13.497 9.060 11.435  0.35
H: 5.582 9.308 9.058  0.28
H: 12.738 8.681 5.700  0.44
H: 14.460 7.542 11.489  0.40
H: 8.623 12.720 15.003  0.27
H: 9.582 5.134 8.236  0.41
H: 7.776 11.397 11.092  -0.83
H: 10.471 13.551 11.898  0.41
H: 6.005 11.328 10.988  0.52
H: 11.227 14.256 14.599  0.28
H: 14.001 11.510 8.918  0.47
H: 11.002 5.059 13.805  0.33
H: 14.014 10.081 14.181  0.60
H: 11.538 9.284 6.898  -0.05
H: 12.801 4.763 15.512  0.41
H: 13.775 6.674 16.612  0.43
H: 7.955 11.721 13.679  0.24
H: 12.854 10.363 6.354  0.32
H: 9.656 10.364 6.736  -0.10
H: 6.482 12.054 5.916  0.37
H: 6.341 12.799 7.553  0.33
H: 9.492 14.287 13.216  0.34
H: 6.914 6.463 7.351  0.41

=====

(3)
C35H55CaNO7SSi2Te | ωB97M-V/def2-TZVPD

Its HOMO energy is -7.5 eV. The value obtained for the strongest force on any atom is 0.57 eV/A. Its energy above the lowest of the compared OMol25 structures with the same formula, charge and spin is 50.4 kJ/mol. The calculation puts the total energy at -3871.1345 Ha.

Last column: Mulliken charge in e.
Atoms and positions in Å:
Te: 1.084 0.767 1.125  -0.09
Ca: -0.775 -0.394 -1.064  1.11
S: 4.726 4.586 -1.769  1.33
Si: 4.461 1.064 1.683  0.29
Si: -0.555 0.422 3.987  0.56
O: 5.388 4.777 -3.044  -0.72
O: -1.946 1.259 -0.286  0.20
O: -2.426 -1.744 -0.017  0.06
O: -2.570 0.137 -2.580  -0.36
O: 3.984 5.723 -1.261  -0.73
O: 5.558 3.922 -0.766  -0.68
O: -2.834 3.241 -0.871  -0.72
N: 0.503 0.481 -3.069  -0.36
C: 2.926 -0.086 1.752  -0.47
C: -4.047 -0.231 1.703  0.41
C: 1.180 2.584 -2.012  0.05
C: -0.354 -3.341 -2.069  -0.78
C: -6.027 -0.235 3.066  -0.67
C: 5.566 0.370 3.033  -1.20
C: 3.818 -2.476 -1.544  -1.58
C: -1.454 2.021 3.599  -0.92
C: 0.224 -3.535 -0.813  0.98
C: -0.168 -0.468 2.373  0.24
C: 3.460 3.358 -2.129  -0.30
C: 5.237 0.864 0.001  -0.19
C: -3.243 1.421 -2.314  1.93
C: -1.652 -0.689 5.028  -1.06
C: -5.642 -2.045 1.540  -0.62
C: 1.056 0.743 4.883  -1.01
C: 3.801 2.225 -2.861  -1.05
C: 0.395 -2.848 -3.141  0.77
C: -4.210 -3.070 -0.839  -2.01
C: -6.422 -1.448 2.515  -0.79
C: 2.345 -2.727 -1.698  0.63
C: -3.063 2.322 -3.519  -1.75
C: -4.850 0.375 2.654  -1.30
C: 2.152 3.532 -1.708  -0.63
C: -2.610 2.058 -1.048  -0.31
C: 1.738 -2.559 -2.941  -0.07
C: -4.447 -1.445 1.138  0.60
C: -3.605 -2.057 0.091  0.83
C: 1.524 1.465 -2.756  0.64
C: 1.568 -3.193 -0.641  -0.47
C: 4.017 2.835 2.080  -0.90
C: -4.704 1.134 -2.012  -1.71
C: 2.836 1.281 -3.177  -0.64
C: -0.538 -4.163 0.326  -1.62
C: -0.239 -2.676 -4.497  -1.76
H: 3.096 0.414 -3.780  0.39
H: -5.155 -2.704 -1.243  0.46
H: 0.102 -4.855 0.874  0.53
H: -0.209 0.887 -3.671  0.16
H: -3.430 3.319 -3.284  0.36
H: -4.793 0.496 -1.132  0.30
H: -1.378 -3.655 -2.249  0.26
H: 3.095 -0.989 1.167  0.02
H: 5.089 0.486 4.012  0.30
H: -1.041 -1.932 -4.476  0.21
H: 6.526 0.895 3.066  0.35
H: -3.605 1.933 -4.384  0.43
H: -1.089 -0.722 1.839  -1.00
H: 4.487 3.125 3.026  0.37
H: 2.946 3.015 2.192  0.29
H: 0.155 2.733 -1.681  0.49
H: -4.427 -3.993 -0.294  0.47
H: -5.233 2.066 -1.817  0.38
H: 4.397 3.499 1.297  0.30
H: -5.959 -2.984 1.103  0.42
H: -5.184 0.646 -2.868  0.50
H: -7.341 -1.918 2.839  0.41
H: -1.142 -1.617 5.306  0.32
H: -2.563 -0.957 4.481  0.22
H: -4.561 1.332 3.068  0.47
H: 2.033 -3.349 0.328  0.37
H: 2.340 -2.220 -3.780  0.46
H: 1.899 4.430 -1.154  0.57
H: 1.746 1.338 4.278  0.16
H: -0.894 -3.414 1.035  0.06
H: 4.107 -1.527 -1.996  0.24
H: 0.385 -1.399 2.526  0.62
H: 5.684 1.807 -0.328  0.27
H: 0.926 -0.270 -3.602  -0.07
H: -1.402 -4.720 -0.039  0.34
H: -1.959 -0.187 5.952  0.33
H: 4.121 -2.463 -0.499  0.38
H: 4.482 0.595 -0.743  -0.45
H: -3.145 0.256 1.352  0.60
H: 2.767 -0.385 2.792  0.48
H: -2.005 2.411 -3.773  0.29
H: -1.437 2.280 2.537  0.19
H: -1.013 2.860 4.145  0.49
H: 0.873 1.302 5.806  0.39
H: -6.644 0.242 3.817  0.43
H: 4.388 -3.265 -2.041  0.44
H: -0.677 -3.612 -4.848  0.46
H: 6.000 0.079 0.007  0.44
H: 4.822 2.108 -3.204  0.41
H: -3.513 -3.292 -1.642  0.16
H: 5.772 -0.694 2.879  0.32
H: 1.557 -0.192 5.155  0.31
H: -3.149 -0.377 -3.151  0.17
H: 0.491 -2.354 -5.240  0.33
H: -2.501 1.953 3.909  0.21

=====

(4)
C35H55F9N3O9PS | ωB97M-V/def2-TZVPD

Its HOMO energy is -8.6 eV. The value obtained for the strongest force on any atom is 4.83 eV/A. As for the SMILES: COCCCCCCCCCCCCc1c(C[C@H](C)O)c(CN)c2nsnc2c1[PH2]=O.CCOC(=O)C(F)(F)F.CCOC(=O)C(F)(F)F.CCOC(=O)C(F)(F)F. The calculation puts the total energy at -3846.0979 Ha.

Last column: Mulliken charge in e.
Atoms and positions in Å:
S: -9.366 2.421 1.623  0.15
P: -4.731 3.627 0.000  0.34
F: 2.130 4.850 5.820  -0.24
F: 9.514 -0.613 2.278  -0.24
F: 0.611 4.048 7.129  -0.24
F: -5.901 -5.686 -1.032  -0.26
F: -5.545 -6.491 -3.005  -0.26
F: 0.847 6.190 6.930  -0.25
F: -3.991 -5.367 -2.012  -0.28
F: 9.826 -0.571 4.416  -0.28
F: 7.993 0.207 3.573  -0.26
O: -3.611 -7.283 -0.146  -0.31
O: -3.748 3.057 1.068  -0.58
O: 7.073 -3.495 -0.877  -0.41
O: 0.138 5.185 3.921  -0.51
O: -1.400 4.916 5.554  -0.31
O: -4.314 -2.411 -3.433  -0.58
O: 10.809 1.832 2.460  -0.51
O: 9.513 2.334 4.242  -0.31
O: -4.741 -8.686 -1.510  -0.52
N: -7.768 2.940 1.223  -0.63
N: -9.576 1.130 0.517  -0.64
N: -8.672 -2.445 -1.568  -0.50
C: 10.080 3.653 4.276  -0.21
C: -5.447 1.245 -1.746  0.34
C: 7.681 -4.056 -2.076  -0.59
C: -7.941 0.056 -1.408  0.41
C: -9.081 -1.024 -1.822  -1.18
C: -0.141 5.045 5.085  0.37
C: 4.786 1.338 -1.695  -0.40
C: 9.328 0.139 3.380  0.96
C: 7.213 0.368 -1.035  -0.27
C: -0.324 2.284 -2.314  -0.54
C: -6.551 0.149 -2.126  0.28
C: -6.318 -0.940 -3.300  -1.35
C: 6.781 -1.123 -1.509  -0.30
C: 1.080 1.520 -2.087  -0.80
C: -2.447 4.960 4.569  -0.27
C: -4.059 1.341 -2.530  -0.79
C: -5.639 -2.305 -2.791  0.67
C: 2.350 2.491 -1.906  -0.46
C: -2.751 1.306 -1.601  0.19
C: -3.080 -8.411 0.567  -0.20
C: 9.414 4.551 3.252  -1.09
C: 9.976 1.516 3.271  0.32
C: -5.383 -2.392 -1.209  -0.88
C: 7.668 -2.178 -0.678  -0.43
C: -5.857 2.222 -0.586  -0.09
C: 0.862 5.030 6.236  0.87
C: -2.603 3.614 3.889  -0.83
C: -8.352 1.042 -0.229  0.35
C: 5.927 1.248 -0.556  -0.77
C: -4.440 -7.569 -1.173  0.05
C: 3.408 1.749 -0.921  -0.70
C: -1.475 1.166 -2.621  -0.59
C: -1.898 -9.006 -0.173  -1.11
C: -7.263 2.120 0.154  0.54
C: -4.967 -6.285 -1.807  1.29
H: -1.142 -8.241 -0.367  0.30
H: -5.071 -3.479 -0.969  0.23
H: -3.942 4.059 -1.114  0.07
H: 7.632 -1.838 0.425  0.23
H: 9.789 5.573 3.332  0.37
H: 4.555 0.314 -2.185  0.13
H: -3.798 -3.075 -2.909  0.32
H: -0.232 3.038 -3.186  0.26
H: -2.749 0.463 -0.817  0.10
H: 5.672 -1.308 -1.241  0.17
H: 7.787 0.927 -1.859  0.33
H: 8.628 -4.659 -1.787  0.24
H: -10.090 -0.758 -1.319  0.40
H: -1.705 3.348 3.327  0.29
H: -2.200 -9.408 -1.143  0.32
H: -2.753 -8.040 1.541  0.31
H: -2.266 5.760 3.846  0.31
H: 8.330 4.558 3.395  0.30
H: 7.905 0.232 -0.133  0.05
H: 6.906 -4.750 -2.585  0.23
H: -1.445 -9.812 0.408  0.37
H: -4.036 2.238 -3.266  0.28
H: -9.545 -2.929 -1.264  0.29
H: -6.318 -2.185 -0.567  0.20
H: -5.579 4.634 0.562  0.11
H: -3.997 0.405 -3.213  0.33
H: 3.713 2.380 -0.016  0.38
H: 2.106 3.538 -1.521  0.37
H: 9.900 4.046 5.279  0.32
H: -0.532 2.878 -1.354  0.31
H: -3.367 5.210 5.102  0.33
H: 6.872 -1.219 -2.647  0.21
H: 0.934 0.816 -1.198  0.31
H: -8.514 -2.842 -2.520  0.22
H: -0.998 0.127 -2.562  0.38
H: 1.272 0.879 -3.024  0.22
H: 11.164 3.614 4.135  0.31
H: 6.249 2.322 -0.317  0.34
H: 9.597 4.196 2.235  0.31
H: 2.899 2.614 -2.917  0.31
H: 8.748 -2.166 -1.058  0.29
H: 2.977 0.758 -0.502  0.28
H: 5.050 2.100 -2.509  0.37
H: 5.456 0.807 0.392  0.29
H: -4.534 -1.680 -0.892  0.21
H: -9.264 -0.834 -2.954  0.24
H: 7.998 -3.246 -2.837  0.28
H: -1.869 1.426 -3.677  0.27
H: -3.449 3.626 3.200  0.20
H: -7.321 -1.199 -3.816  0.35
H: -3.859 -9.156 0.751  0.32
H: -5.659 -0.486 -4.123  0.59
H: -2.760 2.826 4.631  0.31
H: -2.558 2.279 -1.021  -0.10
H: -6.213 -3.240 -3.123  0.09

=====

Question: Number 2 is which compound?
Answer: C35H54BaN9O

=====

Question: Which of these has the lowest total energy?
Answer: C35H55CaNO7SSi2Te

=====

Question: Look up the total energy of the third one.
Answer: -3871.1345 Ha

=====

Question: The lowest total energy belongs to which entry?
Answer: C35H55CaNO7SSi2Te